{
  "formula": "C31H67N3O5",
  "method": "ωB97M-V/def2-TZVPD",
  "elements": ["C", "C", "H", "H", "C", "C", "H", "H", "H", "H", "H", "C", "H", "H", "H", "C", "H", "H", "C", "H", "H", "O", "H", "H", "H", "H", "H", "H", "H", "C", "C", "H", "H", "C", "C", "H", "H", "H", "H", "H", "O", "N", "H", "H", "H", "H", "H", "H", "H", "H", "H", "H", "C", "C", "H", "H", "H", "N", "H", "H", "C", "H", "H", "H", "C", "C", "H", "H", "H", "H", "H", "H", "C", "C", "H", "C", "C", "H", "C", "C", "H", "N", "C", "C", "O", "H", "H", "H", "O", "C", "H", "H", "H", "H", "H", "C", "C", "H", "C", "C", "C", "O", "H", "H", "C", "H"],
  "xyz": [[6.036, 1.395, 0.222], [-2.917, -2.856, 7.562], [5.424, 3.320, 2.046], [-0.977, -1.404, 8.270], [5.681, 2.814, -0.150], [5.406, 2.921, -2.842], [3.921, 3.117, 1.061], [-0.111, -2.407, 0.051], [3.879, 1.492, -1.698], [-7.120, 0.338, -1.542], [-6.479, -4.188, -2.969], [-5.759, -4.108, -3.783], [-5.312, -5.083, -3.979], [-1.529, -0.639, 3.748], [-5.610, -4.337, -0.842], [-7.660, -2.061, -1.220], [6.663, 0.865, -0.494], [-5.910, -0.258, -3.772], [-4.874, -2.979, -3.261], [-2.248, 0.352, 4.933], [-8.215, -1.316, -0.650], [3.631, 2.344, -1.330], [8.622, 3.892, -1.823], [7.941, 2.220, -1.651], [3.437, 3.260, -3.784], [0.543, -1.871, 2.352], [1.624, 2.497, 0.595], [-0.212, 1.884, -2.323], [-3.453, -1.548, -4.183], [1.480, -0.547, 0.900], [-6.226, -0.066, -1.066], [-4.775, -2.195, -5.129], [-1.058, 0.943, 3.847], [6.952, 3.642, -0.430], [-4.059, -2.440, -4.345], [4.861, 4.530, 0.812], [2.175, -1.609, 2.793], [-4.088, -4.099, 0.026], [4.589, 1.025, -3.496], [1.869, -2.630, 1.438], [-6.414, -1.074, -3.732], [0.145, -0.653, 0.169], [-2.398, 0.237, 0.337], [4.227, 4.798, -3.408], [-2.221, -0.560, -1.184], [1.334, 1.473, -1.693], [-4.382, -1.697, -0.395], [-1.064, 1.632, 1.461], [-0.743, 0.576, 7.023], [-6.242, -3.697, -4.670], [-3.636, -4.545, -2.489], [2.532, 1.033, 1.998], [0.921, 1.966, 1.236], [2.722, -0.681, 0.005], [-5.817, -2.356, 0.584], [-7.639, -3.050, -0.763], [7.569, 3.666, 0.468], [4.877, 2.975, -1.407], [-8.122, -2.258, -2.188], [6.531, 4.730, -2.958], [-6.234, -1.559, -1.355], [3.633, -0.966, 0.530], [7.282, 3.317, -3.751], [-3.979, -2.965, 7.344], [-1.045, -1.652, 7.211], [4.400, 3.768, -3.723], [1.015, 0.586, 2.745], [6.606, 1.306, 1.147], [2.840, 0.280, -0.497], [-2.933, -2.648, 8.632], [0.323, 0.158, -2.413], [0.607, -0.357, 7.157], [-4.715, -3.718, -0.781], [5.560, 1.509, -3.390], [4.823, 3.829, -4.725], [-4.029, -3.590, -2.141], [0.327, 1.077, -1.827], [5.062, 0.950, 0.424], [-5.262, -2.339, -0.354], [7.734, 3.290, -1.631], [-0.725, 2.577, -0.068], [-5.725, -1.749, -2.794], [-1.969, 0.361, -0.657], [-0.391, 0.564, -0.484], [0.067, -1.768, -0.643], [6.482, 4.589, -0.692], [2.498, -1.480, -0.702], [-2.440, -3.772, 7.215], [-2.373, -1.770, 6.787], [-1.277, 0.103, 4.506], [-5.338, 0.392, -1.502], [6.152, 0.876, -2.729], [-6.335, 0.336, -0.058], [-3.182, -2.916, -2.011], [-2.336, 1.206, -1.239], [-0.449, 1.735, 0.567], [1.531, -1.712, 1.919], [5.959, 1.583, -4.401], [6.758, 3.668, -2.862], [4.949, 3.477, 1.077], [-0.344, -0.356, 6.624], [-0.207, -0.449, 5.193], [-0.525, -2.553, 6.887], [0.734, 2.575, 2.121], [1.522, 0.684, 1.785], [-3.380, -3.200, -4.730]],
  "atomic_forces_ev_per_a": [[-0.4, -0.5, 0.3], [-1.1, 0.5, -1.2], [0.1, -0.1, -0.3], [-0.1, -0.8, 0.5], [1.3, 0.4, -0.3], [-0.5, 1.6, 1.4], [0.0, -0.2, 0.4], [-0.3, -0.7, -0.4], [-0.8, -0.8, 0.1], [0.1, 0.3, -0.5], [-0.4, -0.6, -0.3], [-1.0, 1.1, 0.3], [0.3, 0.3, 0.0], [-0.3, -0.3, -0.1], [0.1, -0.7, -0.1], [0.0, -0.7, -0.1], [-0.5, -0.1, -0.4], [-0.2, 0.4, -0.6], [-1.5, 0.5, 1.5], [0.4, -0.3, 1.2], [-0.4, -0.5, 0.1], [0.3, -0.4, -0.2], [0.2, -0.2, 0.5], [0.4, 0.0, -0.3], [0.0, 0.0, 0.0], [-0.2, -0.1, -0.1], [0.0, 0.0, -0.2], [-0.4, -0.3, 0.1], [-0.1, 0.0, 0.6], [0.2, -1.1, 1.0], [-0.1, 0.7, -0.7], [0.3, 0.1, -0.4], [0.8, 0.6, 0.4], [-0.8, 0.7, 0.9], [0.9, 0.2, -2.0], [0.1, 0.2, 0.4], [0.3, 0.6, -0.3], [0.2, -0.1, -0.2], [-0.2, -0.1, 0.0], [-0.2, -0.2, -0.1], [-1.0, 0.6, -1.2], [0.8, 3.0, 1.5], [-0.1, 0.4, -0.1], [0.2, -0.2, 0.5], [0.1, 0.0, -0.3], [0.1, -0.3, 0.3], [0.1, 0.3, 1.0], [-0.9, -0.5, -0.7], [-0.9, 0.1, -0.6], [-0.4, -0.5, -0.1], [0.0, 0.0, -0.1], [0.4, -0.9, 0.2], [-0.5, 0.5, -0.7], [-1.0, 0.3, -0.4], [0.5, 0.1, 0.2], [-0.3, 0.1, 0.5], [-0.2, 0.3, 0.2], [0.7, 1.4, 0.1], [-0.1, 0.6, -0.1], [0.5, 0.1, 0.4], [0.9, -1.6, -1.0], [-0.1, 0.2, 0.3], [-0.1, 0.4, -0.3], [0.0, 0.2, -0.5], [0.7, 2.7, -1.1], [0.6, -1.1, 0.1], [0.1, -0.9, 0.0], [-0.1, 0.5, 0.2], [0.3, -0.3, -0.2], [0.8, -0.2, 0.1], [0.3, 0.3, -0.6], [0.7, -0.3, -0.7], [-1.8, 0.8, -0.3], [-0.6, 0.1, 0.1], [0.0, -0.1, -0.2], [0.4, 1.0, 0.8], [-0.8, -1.2, 1.4], [0.2, -0.8, -0.2], [0.1, 1.1, -1.8], [-1.8, 0.3, -2.5], [-0.3, 0.3, 0.5], [2.8, -2.6, 4.0], [1.6, -0.8, -0.8], [-1.6, 0.9, 0.9], [0.4, -0.8, -0.4], [0.5, 0.7, 0.7], [0.2, 0.1, -0.3], [0.2, -0.2, 0.7], [-0.7, -0.5, 1.1], [-1.2, -0.4, -2.7], [0.1, 0.1, 0.0], [0.3, 0.1, -0.2], [0.3, -0.8, 0.4], [0.3, 0.0, 0.2], [-0.3, 0.0, 0.3], [2.5, -0.3, -0.3], [-0.5, -0.8, -0.3], [0.2, -0.3, 0.1], [0.8, -1.7, 0.6], [-0.4, 0.0, -2.1], [-0.1, -2.0, 0.1], [0.3, 0.9, 2.3], [0.5, 0.0, 0.4], [0.2, 0.5, -0.1], [-0.4, 1.7, -0.2], [0.0, -0.2, -0.2]],
  "spin_multiplicity": 1,
  "gap_ev": 8.32,
  "lumo_ev": 0.67,
  "fmax_ev_per_a": 5.5,
  "smiles": "CC1(C)CCCC(C)(C)N1O.CC1(C)CCCC(C)(C)N1O.CC1(C)CCCC(C)(C)N1O.COCCOC"
}